# 1
The following is a DFT calculation (wB97M-V/def2-TZVPD) of C51H48N9O7SSeTc as an isolated structure.

CARTESIAN COORDINATES (ANGSTROEM)
Tc  0.455  -0.896  0.282
O  1.200  -0.536  4.349
S  1.002  0.053  3.050
O  -0.090  1.010  2.954
O  0.458  -1.163  2.131
O  2.218  0.501  2.402
C  -8.344  9.564  0.285
O  -8.678  8.186  0.283
C  -7.681  7.288  0.300
C  -6.324  7.605  0.290
C  -5.381  6.595  0.311
C  -5.759  5.254  0.342
C  -7.124  4.947  0.348
C  -8.069  5.945  0.326
C  -4.727  4.228  0.362
N  -3.431  4.459  0.317
C  -2.832  3.239  0.339
C  -3.783  2.228  0.395
N  -4.987  2.883  0.409
C  -3.454  0.847  0.387
C  -4.357  -0.224  0.453
C  -3.870  -1.511  0.418
C  -2.501  -1.727  0.314
N  -1.616  -0.735  0.259
C  -2.080  0.543  0.302
C  -1.094  1.577  0.256
N  0.194  1.167  0.179
C  1.163  2.065  0.180
C  0.897  3.434  0.244
C  -0.402  3.875  0.307
C  -1.439  2.930  0.298
H  -9.289  10.097  0.297
H  -7.788  9.843  -0.614
H  -7.766  9.831  1.173
H  -5.998  8.635  0.267
H  -4.327  6.833  0.306
H  -7.463  3.918  0.369
H  -9.127  5.716  0.332
H  -5.896  2.464  0.485
H  -5.420  -0.037  0.535
H  -4.535  -2.360  0.478
H  -2.104  -2.734  0.282
H  2.174  1.686  0.178
H  1.726  4.128  0.256
H  -0.653  4.924  0.386
C  0.063  5.413  -3.785
O  0.221  4.789  -5.047
C  1.169  3.840  -5.175
C  1.249  3.205  -6.417
C  2.178  2.213  -6.636
C  3.014  1.785  -5.601
C  2.963  2.454  -4.374
C  2.063  3.482  -4.164
N  3.917  0.743  -5.889
N  4.354  -0.035  -5.025
C  3.840  -0.252  -3.759
C  4.727  -0.360  -2.693
C  4.296  -0.519  -1.382
C  2.937  -0.640  -1.098
O  2.429  -0.871  0.087
C  2.022  -0.590  -2.185
N  0.719  -0.752  -1.819
C  -0.191  -0.803  -2.784
C  0.141  -0.731  -4.134
C  1.454  -0.562  -4.510
C  2.442  -0.448  -3.519
H  -0.793  6.074  -3.879
H  0.945  6.000  -3.516
H  -0.137  4.676  -3.002
H  0.571  3.516  -7.201
H  2.259  1.728  -7.601
H  3.661  2.200  -3.588
H  2.066  3.996  -3.214
H  5.781  -0.247  -2.913
H  4.997  -0.536  -0.557
H  -1.221  -0.930  -2.472
H  -0.639  -0.823  -4.877
H  1.721  -0.545  -5.558
C  -1.383  -5.998  2.707
C  -0.169  -5.953  3.634
C  -0.056  -4.657  4.438
C  0.272  -3.416  3.603
N  1.570  -3.542  2.948
C  1.827  -3.690  1.640
Se  0.563  -3.508  0.255
N  3.145  -3.891  1.466
C  3.843  -4.140  0.209
C  3.479  -5.449  -0.494
C  3.965  -6.718  0.208
C  3.166  -7.063  1.467
C  3.775  -3.748  2.693
C  5.115  -3.787  3.062
C  5.403  -3.579  4.396
C  4.393  -3.336  5.335
C  3.063  -3.301  4.974
C  2.772  -3.520  3.633
H  -1.480  -6.987  2.258
H  -1.293  -5.277  1.894
H  -2.300  -5.788  3.261
H  0.745  -6.109  3.052
H  -0.238  -6.782  4.341
H  0.708  -4.784  5.208
H  -1.004  -4.468  4.947
H  0.314  -2.520  4.222
H  -0.480  -3.259  2.836
H  4.906  -4.152  0.444
H  3.652  -3.311  -0.463
H  3.929  -5.390  -1.488
H  2.399  -5.501  -0.626
H  5.027  -6.625  0.455
H  3.875  -7.544  -0.502
H  3.396  -6.383  2.290
H  3.397  -8.074  1.801
H  2.095  -7.008  1.261
H  5.905  -3.955  2.342
H  6.434  -3.593  4.721
H  4.667  -3.165  6.367
H  2.287  -3.073  5.691

Spin multiplicity: 4
E_tot: -5872.07536 hartree
Energy above the lowest of the compared OMol25 structures with the same formula, charge and spin: 15.5 kcal per mole
Total charge: +1
Maximum force: 2.5 eV Å⁻¹
Gap between HOMO and LUMO (spin up / spin down): 6.35 / 5.56 eV
<S²>: 3.794
LUMO level (spin up / spin down): -3.39 / -4.19 eV

# 2
The following is a DFT calculation (wB97M-V/def2-TZVPD) of C51H48O9P2Pd as an isolated structure.

CARTESIAN COORDINATES (ANGSTROEM)
C  2.745  1.570  -2.732
C  2.784  1.083  -1.320
O  1.580  1.736  -0.726
C  1.482  1.558  0.561
C  0.611  2.283  1.396
C  -0.279  1.636  2.330
C  -1.680  2.211  2.465
O  0.000  0.627  3.031
O  2.489  0.901  1.119
H  3.557  1.114  -3.285
H  1.810  1.302  -3.223
H  2.918  2.651  -2.778
H  2.632  0.004  -1.227
H  3.673  1.444  -0.787
H  0.243  3.237  1.009
H  -1.864  3.058  1.793
H  -2.406  1.416  2.241
H  -1.830  2.526  3.509
C  6.960  -0.958  11.010
C  7.952  -0.686  10.060
C  7.877  0.472  9.279
C  6.744  1.265  9.401
O  6.483  2.257  8.431
P  6.522  1.947  6.832
O  6.231  3.455  6.315
C  6.537  4.670  6.982
C  7.727  5.334  6.688
C  8.038  6.501  7.401
C  7.166  6.993  8.374
C  5.964  6.325  8.621
C  5.633  5.160  7.919
O  8.124  1.767  6.574
C  8.840  1.931  5.389
C  10.218  1.699  5.502
C  11.029  2.079  4.436
C  10.468  2.606  3.274
C  9.077  2.725  3.153
C  8.244  2.378  4.220
Pd  5.368  0.061  6.466
P  3.266  0.291  7.414
O  3.499  -0.679  8.709
C  2.614  -1.296  9.595
C  2.662  -2.684  9.694
C  1.685  -3.309  10.463
C  0.751  -2.531  11.154
C  0.788  -1.135  11.112
C  1.766  -0.499  10.353
O  2.607  1.680  7.996
C  1.290  2.162  7.831
C  0.546  2.446  8.975
C  -0.824  2.703  8.847
C  -1.414  2.745  7.581
C  -0.627  2.572  6.438
C  0.739  2.297  6.555
O  1.895  -0.318  6.764
C  1.381  -1.615  6.786
C  0.106  -1.816  7.316
C  -0.341  -3.133  7.451
C  0.452  -4.198  7.021
C  1.686  -3.957  6.411
C  2.140  -2.647  6.257
C  4.122  -0.273  3.724
C  5.460  -0.747  3.958
C  5.761  -1.538  5.128
C  7.090  -2.126  5.201
C  8.036  -1.781  4.270
C  7.759  -0.852  3.249
C  6.487  -0.352  3.087
C  3.904  0.827  2.986
C  2.570  1.267  2.501
C  5.742  1.033  10.351
C  5.853  -0.119  11.137
H  7.046  -1.840  11.645
H  8.791  -1.364  9.934
H  8.660  0.721  8.562
H  8.394  4.930  5.925
H  8.976  7.011  7.191
H  7.415  7.907  8.920
H  5.273  6.695  9.375
H  4.694  4.633  8.090
H  10.598  1.273  6.430
H  12.111  1.954  4.538
H  11.119  2.901  2.448
H  8.638  3.099  2.229
H  7.152  2.455  4.131
H  3.428  -3.237  9.145
H  1.665  -4.400  10.513
H  -0.011  -3.023  11.756
H  0.084  -0.519  11.673
H  1.894  0.583  10.333
H  1.033  2.438  9.951
H  -1.419  2.875  9.745
H  -2.484  2.939  7.487
H  -1.062  2.653  5.441
H  1.361  2.192  5.666
H  -0.496  -0.957  7.621
H  -1.319  -3.323  7.897
H  0.099  -5.224  7.147
H  2.308  -4.777  6.048
H  3.079  -2.412  5.751
H  3.275  -0.754  4.210
H  4.957  -2.184  5.471
H  7.262  -2.938  5.906
H  9.028  -2.226  4.278
H  8.522  -0.542  2.540
H  6.250  0.379  2.305
H  4.729  1.488  2.723
H  1.796  0.705  3.052
H  2.501  2.369  2.623
H  4.897  1.712  10.423
H  5.062  -0.338  11.849

E_tot: -3459.97702 hartree
Energy above the lowest of the compared OMol25 structures with the same formula, charge and spin: 21.0 kcal per mole
Maximum force: 3.5 eV Å⁻¹
Gap between HOMO and LUMO: 7.11 eV
LUMO level: 0.29 eV

# 3
The following is a DFT calculation (wB97M-V/def2-TZVPD) of C51H49F9InNP5 as an isolated structure.

CARTESIAN COORDINATES (ANGSTROEM)
In  -3.404  -21.368  8.514
N  -5.880  -21.029  10.552
P  -6.514  -22.260  9.470
C  -7.806  -22.824  10.585
C  -8.566  -21.926  11.323
C  -9.553  -22.385  12.159
C  -9.887  -23.738  12.183
C  -9.235  -24.620  11.317
C  -8.157  -24.163  10.548
C  -7.422  -21.472  8.119
C  -8.593  -20.684  8.299
C  -9.225  -20.120  7.214
C  -8.716  -20.369  5.942
C  -7.552  -21.098  5.745
C  -6.904  -21.657  6.825
P  -4.826  -19.903  10.082
C  -5.461  -18.659  8.950
C  -6.122  -17.525  9.468
C  -6.843  -16.714  8.592
C  -6.850  -16.993  7.227
C  -6.106  -18.059  6.717
C  -5.424  -18.866  7.588
C  -4.211  -18.982  11.454
C  -3.593  -17.743  11.184
C  -3.340  -16.855  12.188
C  -3.710  -17.162  13.500
C  -4.262  -18.396  13.793
C  -4.526  -19.294  12.772
H  -6.367  -20.865  11.464
H  -8.411  -20.833  11.247
H  -10.142  -21.705  12.746
H  -10.686  -24.088  12.801
H  -9.576  -25.656  11.276
H  -7.665  -24.931  9.959
H  -9.037  -20.574  9.313
H  -10.170  -19.607  7.349
H  -9.263  -19.969  5.077
H  -7.205  -21.218  4.723
H  -5.990  -22.231  6.683
H  -6.146  -17.272  10.533
H  -7.430  -15.882  8.965
H  -7.484  -16.415  6.585
H  -6.113  -18.265  5.656
H  -4.941  -19.747  7.201
H  -3.356  -17.480  10.164
H  -2.923  -15.878  12.006
H  -3.603  -16.407  14.267
H  -4.492  -18.673  14.829
H  -5.002  -20.205  13.067
C  -0.759  -24.287  7.408
P  -1.461  -22.675  6.984
C  -1.831  -22.703  5.225
C  0.000  -21.609  7.163
C  -0.205  -20.127  6.819
P  -1.541  -19.488  7.867
C  -1.985  -17.880  7.225
C  -0.806  -19.194  9.508
H  0.078  -24.422  6.668
H  -1.476  -25.082  7.254
H  -0.333  -24.343  8.422
H  -0.961  -23.020  4.631
H  -2.193  -21.721  4.871
H  -2.616  -23.442  5.065
H  0.781  -22.003  6.510
H  0.344  -21.706  8.222
H  -0.458  -19.982  5.778
H  0.740  -19.589  7.012
H  -1.143  -17.182  7.289
H  -2.820  -17.424  7.791
H  -2.295  -17.985  6.193
H  -0.190  -18.301  9.453
H  -0.153  -19.991  9.863
H  -1.630  -19.011  10.228
F  -3.850  -32.079  6.290
C  -3.923  -31.090  5.382
F  -2.896  -31.272  4.565
F  -5.063  -31.265  4.690
C  -3.913  -29.705  5.969
C  -4.838  -29.330  6.949
C  -4.910  -28.048  7.425
C  -4.010  -27.082  6.959
C  -3.046  -27.437  6.013
C  -3.018  -28.738  5.498
P  -4.164  -25.272  7.313
C  -4.172  -25.167  9.118
C  -4.891  -25.985  9.955
C  -4.647  -26.079  11.312
C  -3.682  -25.295  11.898
C  -2.902  -24.452  11.099
C  -3.179  -24.386  9.746
C  -3.282  -25.517  13.380
F  -1.953  -25.592  13.464
F  -3.647  -24.448  14.121
F  -3.792  -26.616  13.936
C  -5.805  -24.888  6.613
C  -5.835  -24.602  5.237
C  -7.053  -24.308  4.611
C  -8.213  -24.395  5.365
C  -8.201  -24.682  6.724
C  -6.994  -24.930  7.357
C  -9.569  -24.252  4.671
F  -10.096  -23.023  4.957
F  -10.438  -25.148  5.091
F  -9.476  -24.329  3.339
H  -5.602  -30.059  7.246
H  -5.695  -27.801  8.127
H  -2.290  -26.762  5.702
H  -2.304  -29.038  4.735
H  -5.589  -26.696  9.570
H  -5.191  -26.853  11.886
H  -2.047  -23.930  11.550
H  -2.433  -23.911  9.085
H  -4.913  -24.567  4.694
H  -7.116  -24.071  3.559
H  -9.132  -24.794  7.260
H  -7.028  -25.236  8.396

E_tot: -4822.42465 hartree
Total charge: +3
Maximum force: 1.6 eV Å⁻¹
Gap between HOMO and LUMO: 5.40 eV
LUMO level: -10.05 eV

# 4
The following is a DFT calculation (wB97M-V/def2-TZVPD) of C51H50BMoNO11P2S2 as an isolated structure.

CARTESIAN COORDINATES (ANGSTROEM)
Mo  -0.157  0.268  1.235
C  7.083  3.522  1.719
C  5.824  2.862  2.270
C  4.585  3.263  1.772
C  3.393  2.616  2.149
C  3.499  1.599  3.094
C  4.715  1.197  3.611
C  5.852  1.801  3.170
S  2.096  0.610  3.597
O  2.337  -0.698  2.967
O  1.985  0.657  5.024
N  0.819  1.186  2.901
C  -0.007  2.181  3.582
C  -1.508  1.994  3.208
O  -2.372  2.577  3.806
O  -1.716  1.157  2.188
H  7.112  3.593  0.645
H  8.015  2.979  1.950
H  7.226  4.494  2.166
H  4.627  4.039  1.038
H  2.466  2.870  1.666
H  4.693  0.397  4.333
H  6.855  1.505  3.532
H  0.204  3.188  3.323
H  0.091  2.099  4.675
O  -0.853  -1.297  2.517
P  -1.174  -2.785  2.536
C  -0.746  -3.517  0.910
P  -1.423  -2.486  -0.415
O  -1.208  -1.067  -0.028
C  -3.169  -2.646  -0.679
C  -3.781  -3.850  -1.117
C  -5.117  -3.911  -1.432
C  -5.866  -2.743  -1.420
C  -5.284  -1.532  -1.003
C  -3.958  -1.510  -0.597
C  -0.582  -2.918  -1.929
C  0.429  -3.925  -1.983
C  1.096  -4.222  -3.167
C  0.791  -3.474  -4.315
C  -0.199  -2.514  -4.261
C  -0.847  -2.187  -3.084
C  -0.144  -3.663  3.709
C  -0.249  -5.021  3.798
C  0.626  -5.698  4.640
C  1.630  -5.010  5.312
C  1.696  -3.607  5.252
C  0.802  -2.925  4.449
C  -2.888  -2.917  2.775
C  -3.597  -4.096  2.765
C  -4.946  -4.147  2.897
C  -5.643  -2.950  3.138
C  -4.941  -1.760  3.248
C  -3.577  -1.717  3.041
H  -0.963  -4.590  0.885
H  0.321  -3.458  0.849
H  -3.203  -4.781  -1.268
H  -5.553  -4.829  -1.779
H  -6.913  -2.767  -1.792
H  -5.867  -0.598  -0.978
H  -3.593  -0.591  -0.227
H  0.767  -4.400  -1.058
H  1.844  -5.039  -3.126
H  1.354  -3.660  -5.213
H  -0.470  -1.940  -5.177
H  -1.599  -1.398  -3.131
H  -0.911  -5.591  3.157
H  0.550  -6.802  4.747
H  2.317  -5.570  5.915
H  2.429  -3.061  5.825
H  0.772  -1.885  4.327
H  -3.072  -4.996  2.500
H  -5.470  -5.081  2.772
H  -6.721  -3.036  3.166
H  -5.438  -0.805  3.420
H  -3.030  -0.798  3.032
C  -2.531  4.473  -6.044
C  -2.628  5.173  -4.666
C  -1.439  6.115  -4.455
C  -3.861  6.066  -4.484
C  -2.693  4.073  -3.596
C  -3.652  3.059  -3.662
C  -3.771  2.024  -2.730
C  -2.871  2.021  -1.721
O  -2.561  1.007  -0.862
B  -1.383  1.402  -0.174
O  -1.037  2.641  -0.656
C  -1.902  3.014  -1.637
C  -1.781  4.037  -2.530
H  -2.565  5.230  -6.829
H  -3.369  3.813  -6.223
H  -1.609  3.850  -6.131
H  -1.444  6.950  -5.132
H  -0.462  5.695  -4.454
H  -1.572  6.631  -3.473
H  -3.829  6.977  -5.081
H  -4.060  6.318  -3.420
H  -4.772  5.530  -4.769
H  -4.392  3.075  -4.451
H  -4.452  1.173  -2.826
H  -1.001  4.763  -2.530
C  7.520  0.750  -1.415
C  6.040  0.621  -1.253
C  5.530  0.264  -0.001
C  4.161  0.128  0.160
C  3.374  0.314  -0.959
C  3.875  0.739  -2.177
C  5.215  0.887  -2.348
S  1.660  0.207  -0.781
O  1.042  0.027  -2.072
O  1.449  -0.848  0.235
O  1.164  1.404  -0.039
H  7.961  0.925  -0.438
H  7.831  1.595  -2.050
H  7.953  -0.109  -1.944
H  6.218  0.073  0.809
H  3.718  -0.317  1.071
H  3.172  0.821  -2.993
H  5.607  1.222  -3.290

Spin multiplicity: 3
E_tot: -4428.17852 hartree
Maximum force: 2.3 eV Å⁻¹
Gap between HOMO and LUMO (spin up / spin down): 7.42 / 7.93 eV
<S²>: 2.014
LUMO level (spin up / spin down): 0.00 / -0.01 eV